Entry 1:
The following is a quantum chemistry calculation of a gas-phase ion, H2NO3S (charge -1), from the OMol25 dataset.

```
7
H2NO3S (the ωB97M-V functional and the def2-TZVPD basis)
N 0.865 0.686 0.646
O 2.107 0.251 0.456
O -0.083 2.315 -1.342
O -1.288 2.286 0.815
S -0.008 2.508 0.136
H 0.390 0.014 0.047
H 0.442 0.686 1.554
```

For the relative energy (zero: lowest compared OMol25 entry of this formula, charge and spin), the calculation gives 306.5 kJ/mol. The HOMO energy is -3.12 eV. Its total charge is -1.



Entry 2:
The following is a quantum chemistry calculation of 2 unconnected molecules or ions with the total composition C5H14N2O, from the OMol25 dataset.

```
22
C5H14N2O (the ωB97M-V functional and the def2-TZVPD basis)
C -1.948 -0.148 0.115
N -2.758 -0.199 -0.974
C 1.058 -2.057 1.266
O 0.440 -0.844 1.195
C -0.886 0.919 0.018
C 0.079 0.557 -1.092
C 1.321 1.396 -1.014
N 2.133 0.675 -0.049
H -2.556 -0.030 1.038
H -1.378 -1.080 0.437
H -3.553 -0.787 -0.735
H 1.026 -2.522 2.265
H 0.690 -2.831 0.560
H 2.147 -2.011 1.036
H -1.335 1.899 -0.149
H -0.305 0.956 0.933
H -0.410 0.431 -2.060
H 0.417 -0.450 -0.832
H 1.130 2.437 -0.764
H 1.892 1.303 -1.952
H 2.772 1.279 0.448
H 1.503 0.118 0.641
```

For the relative energy (zero: lowest compared OMol25 entry of this formula, charge and spin), the calculation gives 797.1 kJ/mol. The HOMO energy is -8.01 eV.



Entry 3:
The following is a quantum chemistry calculation of 2 unconnected molecules or ions with the total composition CH5O2PS, from the OMol25 dataset.

```
10
CH5O2PS (the ωB97M-V functional and the def2-TZVPD basis)
C -2.068 -0.168 0.123
O -0.900 -0.076 0.913
O 0.363 0.518 -0.243
P 1.717 0.754 0.443
S 2.951 -0.625 -0.703
H -2.318 -1.245 0.006
H -1.798 0.218 -0.858
H -2.930 0.308 0.545
H 1.920 1.673 -0.563
H 3.062 -1.356 0.336
```

The spin multiplicity is 3. For the relative energy (zero: lowest compared OMol25 entry of this formula, charge and spin), the calculation gives 269.6 kJ/mol. The HOMO energy (spin up / spin down) is -8.89 / -9.25 eV.



Entry 4:
The following is a quantum chemistry calculation of 4 unconnected molecules or ions with the total composition C33H34N2O12S, from the OMol25 dataset.

```
82
C33H34N2O12S (the ωB97M-V functional and the def2-TZVPD basis)
C -2.484 1.028 1.897
C -3.062 1.843 0.556
C -3.719 0.799 -0.568
C -2.617 -0.217 -1.233
C -1.837 0.429 -2.564
C -0.291 -0.205 -2.476
C -0.256 -1.859 -2.227
C 1.140 -2.704 -2.060
C 2.545 -1.802 -2.148
N 3.951 -2.334 -1.982
S 4.934 -0.866 -2.184
N 3.877 0.506 -2.486
C 2.511 -0.156 -2.437
C 1.083 0.697 -2.613
C 1.049 2.317 -2.899
C 0.848 3.245 -1.559
C 0.813 2.339 -0.186
C 0.501 3.406 1.058
H -2.388 1.739 2.835
H -1.399 0.668 1.602
H -3.137 0.102 2.188
H -3.942 2.525 0.986
H -2.200 2.481 0.082
H -4.386 1.344 -1.366
H -4.469 0.109 0.054
H -3.072 -1.253 -1.549
H -1.752 -0.341 -0.420
H -2.372 0.119 -3.577
H -1.812 1.617 -2.492
H -1.266 -2.484 -2.161
H 1.115 -3.859 -1.873
H 0.183 2.549 -3.687
H 2.120 2.596 -3.347
H -0.150 3.867 -1.735
H 1.728 4.041 -1.551
H -0.074 1.550 -0.179
H 1.873 1.824 -0.069
H 1.485 3.836 1.536
H -0.092 2.773 1.862
H -0.199 4.253 0.608
C 5.165 -1.012 2.293
C 5.509 0.240 1.985
C 6.561 0.964 2.751
O 6.869 2.107 2.433
C 7.195 0.266 3.881
C 6.848 -0.985 4.190
C 5.816 -1.718 3.407
O 5.532 -2.873 3.704
O 7.438 -1.646 5.252
O 4.900 0.911 0.941
H 4.404 -1.550 1.743
H 7.945 0.810 4.440
H 7.020 -2.535 5.271
H 5.322 1.798 0.919
C -2.320 -1.641 -6.899
C -2.682 -2.340 -7.976
C -1.834 -3.446 -8.502
O -2.202 -4.083 -9.482
C -0.565 -3.728 -7.813
C -0.201 -3.026 -6.738
C -1.063 -1.940 -6.196
O -0.711 -1.325 -5.195
O 0.991 -3.285 -6.087
O -3.861 -2.064 -8.643
H -2.928 -0.837 -6.504
H 0.051 -4.522 -8.216
H 1.025 -2.647 -5.341
H -3.898 -2.706 -9.386
C -3.011 -0.235 5.918
C -2.880 -0.745 7.144
C -3.523 -0.102 8.323
O -3.400 -0.604 9.435
C -4.289 1.134 8.101
C -4.418 1.646 6.875
C -3.798 0.987 5.693
O -3.949 1.471 4.576
O -5.134 2.809 6.659
O -2.140 -1.893 7.364
H -2.551 -0.694 5.052
H -4.737 1.602 8.968
H -5.082 2.972 5.692
H -2.197 -2.059 8.330
```

As for the SMILES: CCCCCc1ccc2nsnc2c1CCCC.O=C1C=C(O)C(=O)C=C1O.O=C1C=C(O)C(=O)C=C1O.O=C1C=C(O)C(=O)C=C1O. For the relative energy (zero: lowest compared OMol25 entry of this formula, charge and spin), the calculation gives 1326.5 kJ/mol. The HOMO energy is -8.14 eV.



Entry 5:
The following is a quantum chemistry calculation of a molecular structure, BaF4N2O8S4, from the OMol25 dataset.

```
19
BaF4N2O8S4 (the ωB97M-V functional and the def2-TZVPD basis)
Ba -0.078 -0.119 0.044
N -0.830 0.009 -2.352
S -0.689 0.821 -3.675
O -1.282 2.073 -3.696
O -0.652 0.033 -4.943
F 0.896 1.148 -3.385
S -2.359 -0.485 -2.853
O -2.415 -1.729 -3.598
O -3.450 0.505 -2.956
F -2.645 -0.967 -1.282
N 1.159 -0.414 2.251
S 0.912 0.832 3.282
O 1.776 2.016 3.175
O 0.245 0.631 4.515
F -0.329 1.395 2.455
S 2.144 -1.103 3.226
O 1.568 -1.916 4.272
O 3.466 -0.460 3.399
F 2.565 -2.270 2.120
```

The HOMO energy is -11.84 eV.



Entry 6:
The following is a quantum chemistry calculation of a molecular structure, C8H4FeNO5S, from the OMol25 dataset.

```
20
C8H4FeNO5S (the ωB97M-V functional and the def2-TZVPD basis)
O -0.035 4.638 -3.632
C -0.298 3.572 -4.030
Fe 0.262 0.014 -0.556
O -0.252 2.956 -0.293
C -0.026 1.794 -0.341
C -0.989 -1.126 -1.627
O -1.604 -1.975 -2.216
C 1.889 0.814 -0.653
O 2.924 1.348 -0.816
C -1.687 0.051 -0.917
O -2.822 0.384 -0.819
H 0.896 -0.996 -1.504
S -0.700 -2.646 2.687
C 0.663 -1.689 3.205
C 1.022 -0.761 2.237
N 0.167 -0.822 1.098
C -0.802 -1.763 1.223
H 1.145 -1.813 4.165
H 1.848 -0.043 2.303
H -1.600 -1.939 0.486
```

The spin multiplicity is 6. For the relative energy (zero: lowest compared OMol25 entry of this formula, charge and spin), the calculation gives 270.9 kJ/mol. The HOMO energy (spin up / spin down) is -15.38 / -17.87 eV. Its total charge is +2.



Entry 7:
The following is a quantum chemistry calculation of 2 unconnected molecules or ions with the total composition CH7FN3P, from the OMol25 dataset.

```
13
CH7FN3P (the ωB97M-V functional and the def2-TZVPD basis)
C 0.799 -1.238 0.532
N -0.691 2.374 1.125
N -0.546 0.802 -1.324
N 0.231 -0.027 1.059
F -1.854 -1.387 -1.306
P -0.413 1.168 0.192
H 0.373 -2.113 1.025
H 0.569 -1.287 -0.530
H 1.886 -1.252 0.658
H -1.140 3.124 0.628
H -0.917 1.574 -1.853
H -1.333 -0.567 -1.392
H 0.290 0.193 2.039
```

As for the SMILES: [H]/N=P(=N\[H])/NC.F. For the relative energy (zero: lowest compared OMol25 entry of this formula, charge and spin), the calculation gives 57.2 kJ/mol. The HOMO energy is -10.23 eV.



Entry 8:
The following is a quantum chemistry calculation of a molecular structure, C28H30FeN7O6, from the OMol25 dataset.

```
72
C28H30FeN7O6 (the ωB97M-V functional and the def2-TZVPD basis)
Fe 0.696 -0.285 -1.240
O 1.600 -2.192 -1.844
C 2.492 -2.775 -1.228
C 3.288 -2.250 -0.149
C 4.206 -3.123 0.453
C 4.997 -2.677 1.477
C 4.927 -1.353 1.931
C 4.047 -0.482 1.350
C 3.189 -0.896 0.295
O 2.366 -0.056 -0.228
N 5.938 -3.605 2.109
O 6.625 -3.177 3.014
O 6.002 -4.732 1.656
H 2.719 -3.812 -1.519
H 4.292 -4.148 0.119
H 5.580 -1.045 2.735
H 3.986 0.549 1.673
C -1.726 -2.223 -4.548
C -2.201 -1.120 -5.240
C -1.856 0.145 -4.789
C -1.076 0.262 -3.646
N -0.661 -0.806 -2.947
C -0.956 -2.014 -3.418
C -0.538 1.583 -3.208
C -1.167 2.789 -3.497
C -0.567 3.966 -3.081
C 0.637 3.903 -2.392
C 1.177 2.659 -2.121
N 0.605 1.527 -2.518
H -1.931 -3.230 -4.878
H -2.795 -1.241 -6.135
H -2.148 1.025 -5.341
H -0.536 -2.852 -2.873
H -2.110 2.804 -4.024
H -1.033 4.919 -3.290
H 1.143 4.798 -2.062
H 2.097 2.550 -1.559
N 0.232 -0.534 4.437
C -1.019 -0.891 4.023
O -2.012 -0.717 4.697
C -1.122 -1.472 2.644
C -2.207 -2.289 2.336
C -2.284 -2.833 1.068
C -1.313 -2.488 0.135
N -0.319 -1.642 0.395
C -0.214 -1.180 1.642
H 0.304 -0.290 5.413
H 1.037 -0.977 4.026
H -2.947 -2.494 3.098
H -3.083 -3.505 0.790
H -1.354 -2.888 -0.868
H 0.616 -0.501 1.809
C -3.506 2.760 0.919
N -2.583 1.740 0.447
C -3.167 0.759 -0.452
C -1.251 1.691 0.707
O -0.486 1.103 -0.088
N -0.746 2.271 1.821
C 0.693 2.463 1.925
C -1.499 2.552 3.037
H -4.249 2.917 0.137
H -2.990 3.705 1.071
H -4.032 2.475 1.830
H -3.980 0.234 0.054
H -2.416 0.036 -0.757
H -3.571 1.248 -1.342
H 1.189 2.126 1.020
H 1.078 1.887 2.771
H 0.919 3.516 2.102
H -2.282 1.812 3.193
H -1.927 3.554 3.053
H -0.810 2.470 3.873
```

The spin multiplicity is 5. For the relative energy (zero: lowest compared OMol25 entry of this formula, charge and spin), the calculation gives 0.0 kJ/mol. The HOMO energy (spin up / spin down) is -10.89 / -10.92 eV. Its total charge is +1.



Entry 9:
The following is a quantum chemistry calculation of 2 unconnected molecules or ions with the total composition C3H10N, from the OMol25 dataset.

```
14
C3H10N (the ωB97M-V functional and the def2-TZVPD basis)
C 0.562 0.103 -0.581
C -0.478 -0.380 0.408
C -1.242 -1.676 0.068
N 1.128 1.408 -0.116
H 0.027 0.296 -1.512
H 1.298 -0.676 -0.725
H 0.153 -0.569 1.307
H -1.231 0.326 0.746
H -2.084 -1.931 0.679
H -0.478 -2.438 0.052
H -1.546 -1.655 -0.983
H 1.882 1.156 0.532
H 0.322 4.257 1.016
H 1.686 1.780 -0.892
```

For the relative energy (zero: lowest compared OMol25 entry of this formula, charge and spin), the calculation gives 761.2 kJ/mol. The HOMO energy is -15.10 eV. Its total charge is +1.



Entry 10:
The following is a quantum chemistry calculation of a molecular structure, C47H46KN10OS2, from the OMol25 dataset.

```
107
C47H46KN10OS2 (the ωB97M-V functional and the def2-TZVPD basis)
K 1.333 1.265 1.494
C 3.103 5.064 1.148
C 3.415 3.877 2.066
C 4.408 2.961 1.729
C 4.878 1.975 2.599
C 6.136 1.189 2.282
C 4.253 1.881 3.852
C 3.268 2.793 4.255
C 2.805 2.889 5.700
C 2.797 3.735 3.317
H 3.197 5.996 1.735
H 2.062 5.041 0.813
H 3.766 5.150 0.255
H 4.826 2.992 0.725
H 6.426 1.308 1.239
H 5.923 0.136 2.402
H 6.955 1.440 2.931
H 4.560 1.104 4.553
H 2.146 2.049 5.956
H 2.263 3.831 5.806
H 3.666 2.855 6.383
H 1.954 4.386 3.564
C -3.201 5.674 0.559
N -2.309 4.723 1.251
C -1.177 4.086 0.822
N -0.849 3.107 1.636
C -1.766 3.224 2.605
N -2.687 4.154 2.414
C -4.600 5.168 0.227
C -5.504 6.031 -0.363
C -6.821 5.591 -0.619
C -7.242 4.342 -0.210
C -6.298 3.445 0.375
C -4.969 3.879 0.516
C -6.735 2.154 0.857
N -8.008 1.769 0.930
N -8.013 0.523 1.516
C -6.763 0.136 1.710
O -5.857 1.206 1.316
C -6.324 -1.161 2.202
C -7.206 -1.998 2.894
C -6.791 -3.292 3.220
C -5.511 -3.759 2.892
C -4.610 -2.902 2.199
C -3.257 -3.434 1.746
N -2.289 -2.396 1.286
C -1.262 -1.773 1.941
N -0.815 -0.754 1.238
C -1.562 -0.752 0.125
N -2.479 -1.706 0.101
C -5.022 -1.595 1.924
H -2.631 5.958 -0.322
H -3.322 6.574 1.188
H -0.736 4.357 -0.135
H -1.816 2.570 3.468
H -5.215 7.019 -0.687
H -7.522 6.312 -1.106
H -8.277 4.008 -0.281
H -4.235 3.168 0.875
H -8.174 -1.601 3.168
H -7.475 -3.944 3.724
H -5.272 -4.785 3.136
H -3.361 -4.158 0.957
H -2.732 -3.950 2.532
H -0.879 -2.188 2.857
H -1.447 0.004 -0.655
H -4.381 -0.907 1.381
S 1.608 0.507 -1.795
C 2.303 -0.990 -2.186
N 2.435 -1.386 -3.453
C 2.994 -2.704 -3.752
C 2.471 -3.705 -2.737
N 2.834 -3.251 -1.425
C 3.209 -4.247 -0.460
C 4.691 -4.622 -0.665
C 5.025 -5.904 -1.111
C 6.361 -6.220 -1.400
C 7.359 -5.298 -1.169
C 7.048 -4.064 -0.616
C 5.719 -3.716 -0.371
C 2.803 -1.921 -1.138
S 3.302 -1.350 0.381
C 2.200 -0.491 -4.569
C 1.008 -1.051 -5.308
C -0.254 -1.139 -4.714
C -1.351 -1.682 -5.358
C -1.233 -2.167 -6.639
C 0.002 -2.042 -7.253
C 1.084 -1.458 -6.642
H 4.111 -2.701 -3.762
H 2.685 -2.964 -4.768
H 2.992 -4.656 -2.915
H 1.395 -3.810 -2.838
H 2.561 -5.123 -0.622
H 3.060 -3.814 0.571
H 4.268 -6.655 -1.254
H 6.594 -7.213 -1.773
H 8.404 -5.622 -1.378
H 7.808 -3.289 -0.471
H 5.448 -2.775 0.085
H 3.057 -0.481 -5.226
H 1.975 0.549 -4.256
H -0.385 -0.707 -3.746
H -2.307 -1.705 -4.825
H -2.114 -2.522 -7.161
H 0.144 -2.476 -8.259
H 1.946 -1.180 -7.242
```

The HOMO energy is -10.15 eV. Its total charge is +1.



Entry 11:
The following is a quantum chemistry calculation of 2 unconnected molecules or ions with the total composition C7H14, from the OMol25 dataset.

```
21
C7H14 (the ωB97M-V functional and the def2-TZVPD basis)
C 2.275 -0.490 0.740
C 2.074 -1.086 -0.625
C 0.995 -1.772 -0.989
C -1.914 0.073 -0.403
C -2.390 -0.079 1.014
C -0.996 0.925 -0.858
C -0.220 1.938 -0.065
H 1.325 -0.420 1.281
H 2.961 -1.103 1.338
H 2.710 0.514 0.680
H 2.880 -0.943 -1.344
H 0.890 -2.195 -1.984
H 0.165 -1.924 -0.301
H -2.379 -0.598 -1.127
H -1.745 0.440 1.730
H -3.404 0.322 1.130
H -2.431 -1.137 1.301
H -0.766 0.896 -1.923
H 0.827 1.958 -0.389
H -0.234 1.733 1.010
H -0.625 2.947 -0.215
```

As for the SMILES: C/C=C\C.C=CC. For the relative energy (zero: lowest compared OMol25 entry of this formula, charge and spin), the calculation gives 153.9 kJ/mol. The HOMO energy is -8.89 eV.



Entry 12:
The following is a quantum chemistry calculation of 4 unconnected molecules or ions with the total composition C12H12F4O12, from the OMol25 dataset.

```
40
C12H12F4O12 (the ωB97M-V functional and the def2-TZVPD basis)
C -0.693 -17.325 -11.695
C -1.940 -16.842 -10.945
O -1.824 -17.359 -9.662
C -0.690 -18.121 -9.564
O -0.442 -18.815 -8.642
O 0.103 -17.904 -10.630
F -3.016 -17.354 -11.650
H -0.154 -16.492 -12.129
H -0.952 -18.167 -12.325
H -2.055 -15.768 -10.824
C -2.903 -19.762 -13.854
C -3.113 -20.664 -15.086
O -1.924 -20.559 -15.784
C -1.167 -19.547 -15.295
O -0.138 -19.205 -15.751
O -1.815 -18.937 -14.292
F -4.097 -20.103 -15.861
H -2.508 -20.300 -12.990
H -3.779 -19.190 -13.577
H -3.436 -21.670 -14.842
C -7.119 -18.476 -10.380
C -6.424 -17.132 -10.660
O -5.790 -16.789 -9.504
C -6.115 -17.682 -8.490
O -5.783 -17.548 -7.373
O -6.830 -18.695 -8.998
F -7.433 -16.214 -10.934
H -6.779 -19.262 -11.052
H -8.203 -18.418 -10.432
H -5.785 -17.193 -11.538
C -4.349 -13.701 -14.202
C -3.875 -14.761 -13.219
O -3.370 -14.044 -12.147
C -3.042 -12.784 -12.593
O -2.314 -12.040 -12.031
O -3.617 -12.542 -13.783
F -2.862 -15.477 -13.822
H -5.409 -13.468 -14.267
H -3.986 -13.933 -15.202
H -4.616 -15.520 -12.988
```

As for the SMILES: O=C1OC[C@@H](F)O1.O=C1OC[C@@H](F)O1.O=C1OC[C@@H](F)O1.O=C1OC[C@@H](F)O1. For the relative energy (zero: lowest compared OMol25 entry of this formula, charge and spin), the calculation gives 59.9 kJ/mol. The HOMO energy is -11.50 eV.



Respective max |F| values: 2.3, 3.4, 3.5, 7.3, 10.4, 9.7, 1.0, 0.5, 3.5, 3.3, 0.2, 1.9 eV Å⁻¹.
Respective calculated total energy values: -679.82904, -383.39711, -930.93312, -2687.94340, -2729.04049, -2399.07969, -647.79845, -3183.28448, -174.52163, -3837.57020, -275.05763, -1766.86526 Ha.